(1)
ORCA calculation (ωB97M-V/def2-TZVPD) on 8 unconnected molecules or ions with the total composition C29H53NO7PS in a non-equilibrium geometry.

The geometry in ORCA input format:
```
! RIJCOSX wB97M-V def2-TZVPD def2/J DEFGRID3
* xyz 1 1
C -0.401 -0.036 1.057
C -1.141 1.278 0.934
C -2.629 1.368 0.191
C -3.469 0.045 0.674
C -3.553 -0.505 2.243
C -4.389 -1.872 2.606
C -5.134 -2.651 1.370
P -6.115 -4.268 1.837
S -7.879 -3.652 2.421
N -5.059 -2.082 -0.030
C -4.312 -0.837 -0.454
H 0.328 -0.217 1.982
H -0.632 -0.872 0.243
H -0.605 2.245 1.375
H -2.443 1.415 -0.986
H -3.231 2.332 0.469
H -2.965 0.142 3.037
H -4.431 -2.294 3.715
H -6.137 -5.112 0.665
H -5.438 -4.963 2.926
H -5.565 -2.621 -0.789
H -4.290 -0.435 -1.574
C -0.208 5.397 -0.556
C -1.332 4.692 -1.268
O -2.242 4.150 -0.644
C -1.298 4.677 -2.773
H -0.363 5.327 0.525
H 0.745 4.922 -0.804
H -0.192 6.452 -0.840
H -0.395 4.170 -3.120
H -1.331 5.701 -3.156
H -2.172 4.134 -3.150
C 0.931 -2.812 4.367
C 1.518 -1.471 4.717
O 2.116 -0.797 3.880
C 1.347 -0.987 6.132
H 1.131 -3.032 3.313
H 1.391 -3.591 4.980
H -0.151 -2.795 4.521
H 1.825 -1.685 6.824
H 0.283 -0.889 6.365
H 1.821 -0.006 6.240
C 5.038 -0.774 6.815
C 4.524 -0.286 8.143
O 3.323 -0.100 8.334
C 5.536 -0.034 9.229
H 4.196 -0.912 6.129
H 5.721 -0.035 6.387
H 5.546 -1.733 6.943
H 6.241 0.738 8.908
H 6.067 -0.959 9.464
H 5.021 0.315 10.130
C 4.316 4.828 2.287
C 3.513 5.319 1.111
O 2.693 4.594 0.550
C 3.753 6.731 0.649
H 4.038 3.792 2.509
H 5.382 4.861 2.048
H 4.103 5.443 3.165
H 4.794 6.849 0.338
H 3.515 7.431 1.454
H 3.105 6.948 -0.207
C -2.969 -1.732 -5.696
C -2.382 -0.391 -5.345
O -1.784 0.283 -6.183
C -2.553 0.093 -3.930
H -2.769 -1.952 -6.750
H -2.509 -2.511 -5.083
H -4.051 -1.716 -5.542
H -2.075 -0.605 -3.238
H -3.617 0.191 -3.698
H -2.079 1.074 -3.822
C 3.692 -3.425 1.168
C 2.568 -4.130 0.457
O 1.658 -4.672 1.081
C 2.602 -4.145 -1.048
H 3.537 -3.495 2.250
H 4.645 -3.901 0.921
H 3.708 -2.370 0.885
H 3.505 -4.652 -1.395
H 2.569 -3.122 -1.431
H 1.728 -4.688 -1.425
C -1.108 -1.077 -9.580
C -2.232 -1.781 -10.292
O -3.142 -2.324 -9.668
C -2.198 -1.796 -11.797
H -1.263 -1.146 -8.499
H -0.155 -1.552 -9.828
H -1.092 -0.021 -9.864
H -1.295 -2.303 -12.144
H -2.231 -0.773 -12.180
H -3.072 -2.339 -12.174
*
```

- LUMO energy: -4.766 eV
- Electronic energy: -66862.4116 eV
- Frontier orbital gap: 6.1 eV
- Relative energy (zero: lowest compared OMol25 entry of this formula, charge and spin): 224.0 kcal per mole

=====

(2)
ORCA calculation (ωB97M-V/def2-TZVPD) on a molecular structure, C29H23FN4O2OsS in a non-equilibrium geometry.

The geometry in ORCA input format:
```
! RIJCOSX wB97M-V def2-TZVPD def2/J DEFGRID3
* xyz 2 1
Os -0.088 0.568 0.288
O -2.265 -0.511 0.085
S -1.769 -1.586 -0.774
O -1.568 -2.868 -0.182
N -0.271 -0.901 -1.161
C 0.759 -1.539 -1.747
C 0.690 -2.770 -2.404
C 1.814 -3.302 -3.031
C 3.011 -2.620 -3.050
C 3.149 -1.395 -2.358
C 4.357 -0.675 -2.261
C 4.414 0.453 -1.476
C 3.265 0.857 -0.784
N 2.113 0.228 -0.890
C 2.028 -0.868 -1.668
C -2.666 -1.623 -2.288
C -2.962 -0.391 -2.845
C -3.681 -0.351 -4.027
C -4.075 -1.539 -4.630
C -3.740 -2.765 -4.072
C -3.029 -2.816 -2.884
H -0.236 -3.320 -2.409
H 1.738 -4.271 -3.501
H 3.865 -3.036 -3.560
H 5.229 -1.030 -2.789
H 5.326 1.022 -1.372
H 3.290 1.711 -0.120
H -2.640 0.506 -2.340
H -3.929 0.596 -4.484
H -4.667 -1.510 -5.532
H -4.028 -3.681 -4.565
H -2.778 -3.752 -2.410
F 1.735 5.135 3.398
C 1.135 4.539 2.375
C -0.187 4.124 2.514
C -0.787 3.434 1.484
C -0.067 3.132 0.297
C -0.657 2.325 -0.760
C 1.255 3.634 0.173
C 1.855 4.321 1.202
H -0.718 4.358 3.425
H -1.829 3.154 1.561
H -0.220 2.465 -1.749
H -1.750 2.315 -0.782
H 1.774 3.490 -0.762
H 2.860 4.704 1.121
N 0.922 0.969 4.536
C 1.241 1.221 3.260
N 0.598 0.437 2.413
C -0.180 -0.411 3.192
C -0.992 -1.488 2.842
C -1.666 -2.127 3.867
C -1.531 -1.728 5.199
C -0.683 -0.701 5.567
C 0.005 -0.059 4.546
H 1.316 1.414 5.352
H 1.942 1.980 2.961
H -1.083 -1.832 1.821
H -2.301 -2.967 3.631
H -2.093 -2.244 5.960
H -0.553 -0.416 6.597
*
```

- LUMO energy (alpha / beta): -7.929 / -7.927 eV
- Electronic energy: -56505.6719 eV
- Frontier orbital gap (alpha / beta): 6.1 / 6.1 eV
- Relative energy (zero: lowest compared OMol25 entry of this formula, charge and spin): 49.3 kcal per mole

=====

(3)
ORCA calculation (ωB97M-V/def2-TZVPD) on 2 unconnected molecules or ions with the total composition C2BrClFN in a non-equilibrium geometry.

The geometry in ORCA input format:
```
! RIJCOSX wB97M-V def2-TZVPD def2/J DEFGRID3
* xyz 0 1
C 0.382 0.797 -0.397
C -0.534 0.105 0.380
N 1.087 1.422 -1.061
F -0.312 -0.157 1.645
Cl 1.620 -1.928 -0.347
Br -2.242 -0.239 -0.218
*
```

- LUMO energy (alpha / beta): -3.937 / -3.935 eV
- Electronic energy: -88842.1237 eV
- Frontier orbital gap (alpha / beta): 5.6 / 5.6 eV
- Relative energy (zero: lowest compared OMol25 entry of this formula, charge and spin): 69.4 kcal per mole

=====

(4)
ORCA calculation (ωB97M-V/def2-TZVPD) on 6 unconnected molecules or ions with the total composition H12O6 in a non-equilibrium geometry.

The geometry in ORCA input format:
```
! RIJCOSX wB97M-V def2-TZVPD def2/J DEFGRID3
* xyz 0 1
O -2.243 0.204 0.451
H -1.449 -0.316 0.411
H -1.979 0.994 0.888
O 0.045 -2.954 2.052
H -0.010 -2.106 2.385
H -0.247 -2.771 1.188
O 1.334 -0.031 -0.222
H 1.236 0.358 -1.060
H 1.095 -0.961 -0.351
O 0.287 2.431 -1.881
H -0.554 2.734 -1.684
H 0.477 2.668 -2.777
O -0.879 -2.099 -0.362
H -1.562 -2.490 0.145
H -0.936 -2.351 -1.292
O 1.554 2.378 0.973
H 2.287 2.803 0.598
H 1.548 1.504 0.546
*
```

- LUMO energy: 0.077 eV
- Electronic energy: -12479.3447 eV
- Frontier orbital gap: 10.6 eV
- Structure (SMILES): O.O.O.O.O.O
- Relative energy (zero: lowest compared OMol25 entry of this formula, charge and spin): 40.8 kcal per mole

=====

Question: Which value of electronic energy does entry 3 give?
Answer: -88842.1237 eV